FI2PS | ωB97M-V with the def2-TZVPD basis set

Geometry as XYZ:
```
5
Properties=species:S:1:pos:R:3:forces:R:3
P -1.24651 0.84029 0.68629 0.7 0.3 -0.2
S 0.63517 0.66900 -0.27879 -1.0 3.2 0.0
I 3.60634 0.55245 0.02854 -0.2 0.1 0.1
I -1.76751 3.09615 -0.03606 0.2 -0.3 0.1
F 0.69578 -0.85424 -0.23095 0.2 -3.2 0.0
```
Positions in Å, forces in eV/Å.

As for the highest occupied orbital energy (spin up / spin down): -8.5 / -9.4 eV. As for the spin multiplicity: 1. The calculation puts the gap between HOMO and LUMO (spin up / spin down) at 5.742 / 7.369 eV. The value obtained for the total energy is -39041.2815 eV. The value obtained for the relative energy (zero: lowest compared OMol25 entry of this formula, charge and spin) is 3.711 eV.

Quick look at the natural (NBO) charges, all values in e: atom 1 (P): 0.2013, atom 2 (S): 0.5048, atom 3 (I): -0.1688, atom 4 (I): -0.0548, atom 5 (F): -0.4825